# 1
Density functional theory data (ωB97M-V/def2-TZVPD) for C63H59B2HgN13O4 as an isolated structure.

Values from the calculation:
**Net charge**: -1
**Spin multiplicity**: 2
**E_LUMO (alpha / beta)**: 1.439 / 1.438 eV
**Highest occupied orbital energy (alpha / beta)**: -0.0954 / -0.1851 hartree
**HOMO-LUMO gap (alpha / beta)**: 4.04 / 6.48 eV

Geometry (Å):
Hg  -0.8284  0.6784  -0.4763
C  0.5015  2.7723  -5.7189
C  0.0522  2.8549  -4.2955
C  -0.6361  3.8926  -3.7058
C  -0.7881  3.5275  -2.3603
N  -0.2318  2.3325  -2.1553
N  0.2737  1.9195  -3.3440
B  0.9588  0.5406  -3.5835
N  -0.0338  -0.6432  -3.4290
N  -0.5219  -1.1073  -2.2523
C  -1.2891  -2.1606  -2.5433
C  -1.2852  -2.3838  -3.9295
C  -0.4868  -1.4022  -4.4596
C  -0.1562  -1.2064  -5.9042
C  -1.9623  -3.0309  -1.5617
C  -2.9432  -3.9274  -1.9897
C  -3.5166  -4.8257  -1.1058
C  -3.1295  -4.8412  0.2282
C  -2.1742  -3.9384  0.6681
C  -1.6000  -3.0428  -0.2205
N  2.2573  0.3508  -2.7671
N  2.3784  0.5855  -1.4468
C  3.6498  0.3722  -1.1376
C  4.3695  -0.0347  -2.2817
C  3.4487  -0.0376  -3.3017
C  3.7082  -0.3312  -4.7454
C  4.2276  0.6347  0.1923
C  5.6022  0.8563  0.3179
C  6.1756  1.1179  1.5526
C  5.3831  1.1856  2.6919
C  4.0141  0.9952  2.5744
C  3.4434  0.7160  1.3426
C  -1.4774  4.3893  -1.3709
C  -2.8248  4.6794  -1.5711
C  -3.4958  5.5508  -0.7274
C  -2.8181  6.1623  0.3169
C  -1.4657  5.9093  0.4995
C  -0.7969  5.0382  -0.3459
H  0.2323  3.6982  -6.2257
H  1.5815  2.6391  -5.7897
H  0.0293  1.9469  -6.2470
H  -0.9710  4.8057  -4.1700
H  1.2852  0.5344  -4.7241
H  -1.7949  -3.1596  -4.4753
H  -0.6496  -1.9851  -6.4851
H  -0.5046  -0.2417  -6.2679
H  0.9157  -1.2663  -6.0897
H  -3.2736  -3.9138  -3.0206
H  -4.2745  -5.5154  -1.4575
H  -3.5831  -5.5397  0.9207
H  -1.8769  -3.9196  1.7097
H  -0.8737  -2.3265  0.1263
H  5.4073  -0.3135  -2.3601
H  4.7719  -0.5304  -4.8745
H  3.1524  -1.2017  -5.0968
H  3.4413  0.5146  -5.3784
H  6.2313  0.8481  -0.5626
H  7.2437  1.2863  1.6234
H  5.8285  1.3845  3.6590
H  3.3795  1.0810  3.4486
H  2.3750  0.5552  1.2534
H  -3.3530  4.2033  -2.3897
H  -4.5504  5.7449  -0.8786
H  -3.3395  6.8451  0.9767
H  -0.9248  6.3934  1.3037
H  0.2623  4.8747  -0.2224
O  -8.7397  1.6293  2.6160
C  -8.1841  2.4443  1.6726
O  -8.9140  3.1003  0.9758
C  -6.7090  2.4346  1.5925
C  -5.8967  2.1068  2.6805
C  -4.5207  2.1236  2.5764
C  -3.8929  2.4535  1.3573
C  -4.7257  2.7403  0.2566
C  -6.0936  2.7594  0.3785
N  -2.5362  2.4836  1.1710
C  -1.7383  2.7357  2.1855
C  -0.3350  2.7568  2.0501
C  0.4643  3.3874  3.0414
C  1.7696  3.6958  2.7764
C  2.3039  3.3715  1.5086
C  1.5142  2.6457  0.6431
N  0.2518  2.2954  0.8987
H  -8.0478  1.0691  2.9867
H  -6.3383  1.8692  3.6443
H  -3.9169  1.8452  3.4301
H  -4.2459  2.9463  -0.6914
H  -6.7253  2.9904  -0.4700
H  -2.1237  3.0658  3.1543
H  0.0012  3.6649  3.9814
H  2.3784  4.1999  3.5180
H  3.3164  3.6329  1.2329
H  1.9082  2.3043  -0.3092
B  -4.3518  -1.0167  0.0300
N  -3.2381  -1.0496  1.1360
C  -3.4950  -1.6062  2.3263
C  -2.4105  -1.4008  3.1630
C  -1.5085  -0.6905  2.3715
N  -2.0177  -0.4938  1.1580
N  -3.9465  -0.3511  -1.3281
C  -4.7351  -0.4824  -2.4055
C  -4.2510  0.3300  -3.4149
C  -3.1256  0.9312  -2.8506
N  -2.9591  0.5184  -1.5946
H  -4.6687  -2.1582  -0.2118
H  -5.2865  -0.3973  0.4886
H  -4.4376  -2.0987  2.5018
H  -2.2997  -1.7127  4.1880
H  -0.5349  -0.2973  2.6140
H  -5.5951  -1.1314  -2.3725
H  -4.6449  0.4574  -4.4090
H  -2.4425  1.6400  -3.2947
C  5.9694  -2.3453  2.0254
O  4.8277  -2.4256  2.8611
C  4.7833  -3.3569  3.8314
C  5.8851  -4.0761  4.2791
C  5.7774  -4.9483  5.3546
C  4.5629  -5.1039  6.0003
C  3.4555  -4.4075  5.5412
C  3.5354  -3.5587  4.4447
N  2.3730  -2.8629  4.0499
C  1.9387  -2.4563  2.8354
C  2.2567  -2.9088  1.5872
C  2.9925  -4.1123  1.3094
C  3.2757  -4.4771  0.0425
C  2.8683  -3.6358  -1.0498
C  2.1406  -2.5158  -0.8561
C  1.7285  -2.1024  0.4737
O  0.9982  -1.1217  0.6652
H  5.7005  -1.6609  1.2247
H  6.2143  -3.3228  1.6026
H  6.8305  -1.9455  2.5667
H  6.8446  -3.9319  3.8035
H  6.6526  -5.4861  5.6946
H  4.4696  -5.7669  6.8498
H  2.4933  -4.5351  6.0246
H  1.7578  -2.6325  4.8129
H  1.1965  -1.6652  2.8746
H  3.2881  -4.7498  2.1334
H  3.8008  -5.4024  -0.1566
H  3.1405  -3.9226  -2.0591
H  1.8170  -1.8957  -1.6794

---

# 2
Density functional theory data (ωB97M-V/def2-TZVPD) for C63H62F3KN6P2S3 as an isolated structure at a distorted geometry.

Values from the calculation:
**E_LUMO**: -0.297 eV
**Highest occupied orbital energy**: -0.2460 hartree
**HOMO-LUMO gap**: 6.40 eV

Geometry (Å):
K  0.1750  0.6323  0.4057
N  -0.2847  0.4685  2.6966
S  0.4187  0.0806  3.9019
N  2.0745  0.2869  4.0130
S  2.6364  1.5892  3.3828
N  2.9566  1.7218  1.8990
S  3.4739  0.6202  0.7686
N  2.4869  -0.2239  0.1428
C  4.3516  1.7520  -0.3053
C  4.7765  1.1696  -1.4920
C  5.4819  1.9355  -2.4062
C  5.7556  3.2699  -2.1313
C  5.3160  3.8460  -0.9459
C  4.6085  3.0882  -0.0216
C  4.8647  -0.1670  1.5969
C  5.9140  0.5708  2.1421
C  6.9604  -0.0992  2.7563
C  6.9513  -1.4906  2.8210
C  5.9064  -2.2119  2.2581
C  4.8566  -1.5501  1.6322
C  1.6212  3.0164  3.6597
C  0.8777  3.5204  2.6005
C  -0.0140  4.5505  2.8528
C  -0.1456  5.0571  4.1389
C  0.6067  4.5382  5.1905
C  1.4934  3.5024  4.9587
C  4.0797  1.8897  4.3694
C  4.5333  0.9282  5.2545
C  5.7064  1.1704  5.9576
C  6.3972  2.3582  5.7685
C  5.9262  3.3129  4.8718
C  4.7610  3.0797  4.1614
C  0.3265  -1.6098  4.4728
C  1.3809  -2.2918  5.0680
C  1.1845  -3.6051  5.4722
C  -0.0519  -4.2131  5.2881
C  -1.0965  -3.5157  4.6936
C  -0.9088  -2.2057  4.2743
C  -0.1176  0.9136  5.4073
C  -1.2662  1.6720  5.2733
C  -1.7680  2.3343  6.3873
C  -1.1213  2.2245  7.6108
C  0.0353  1.4563  7.7325
C  0.5444  0.7939  6.6270
H  4.5385  0.1290  -1.7009
H  5.8033  1.4925  -3.3407
H  6.3055  3.8665  -2.8486
H  5.5141  4.8913  -0.7430
H  4.2314  3.5310  0.8899
H  5.9215  1.6524  2.0744
H  7.7855  0.4627  3.1789
H  7.7719  -2.0119  3.3018
H  5.9107  -3.2953  2.2927
H  4.0424  -2.0935  1.1595
H  0.9729  3.1184  1.5988
H  -0.6095  4.9366  2.0337
H  -0.8491  5.8589  4.3294
H  0.4942  4.9312  6.1934
H  2.0658  3.0746  5.7732
H  3.9764  0.0067  5.3726
H  6.0794  0.4269  6.6515
H  7.3109  2.5447  6.3210
H  6.4667  4.2406  4.7290
H  4.3809  3.8129  3.4566
H  2.3444  -1.8116  5.1804
H  1.9999  -4.1595  5.9209
H  -0.2000  -5.2402  5.6029
H  -2.0534  -3.9984  4.5373
H  -1.6958  -1.6461  3.7765
H  -1.7321  1.7448  4.2932
H  -2.6638  2.9378  6.2976
H  -1.5195  2.7365  8.4789
H  0.5373  1.3775  8.6900
H  1.4519  0.2033  6.7012
C  0.2351  -2.2725  -4.6084
P  0.4486  -1.1651  -3.1398
C  1.9920  -2.0086  -2.5003
N  3.0485  -2.0690  -3.2695
C  4.1465  -2.7463  -2.8323
C  5.3130  -2.7873  -3.6319
C  6.4033  -3.4923  -3.2071
C  6.3722  -4.1857  -1.9728
C  5.2556  -4.1519  -1.1856
C  4.1196  -3.4199  -1.6044
N  3.0185  -3.3605  -0.8062
C  1.9840  -2.6617  -1.1970
P  0.5858  -2.4001  0.0355
C  1.4398  -2.9544  1.5706
C  -0.4759  -3.9536  -0.2871
C  -1.3667  -4.1627  0.9440
C  -1.4029  -3.6695  -1.4749
C  0.3206  -5.2277  -0.5609
C  0.9810  0.4340  -3.9824
C  -0.3199  0.9778  -4.5938
C  1.4457  1.3810  -2.8708
C  2.0490  0.3534  -5.0745
H  1.1563  -2.3245  -5.1892
H  -0.5774  -1.8926  -5.2294
H  -0.0312  -3.2813  -4.2892
H  5.3076  -2.2550  -4.5766
H  7.2974  -3.5318  -3.8176
H  7.2429  -4.7464  -1.6538
H  5.2092  -4.6745  -0.2368
H  2.1233  -3.7819  1.3802
H  0.6903  -3.2570  2.2971
H  1.9979  -2.1144  1.9848
H  -1.8112  -3.2189  1.2810
H  -0.8230  -4.6037  1.7802
H  -2.1860  -4.8451  0.6851
H  -2.0212  -2.7872  -1.2954
H  -2.0608  -4.5298  -1.6444
H  -0.8435  -3.4955  -2.3940
H  1.0201  -5.4543  0.2486
H  0.8934  -5.1555  -1.4875
H  -0.3688  -6.0776  -0.6596
H  -1.1229  1.0244  -3.8534
H  -0.6544  0.3677  -5.4396
H  -0.1524  1.9959  -4.9637
H  0.6107  1.6481  -2.2147
H  1.8297  2.3122  -3.3052
H  2.2414  0.9271  -2.2731
H  1.7395  -0.2829  -5.9080
H  3.0006  -0.0157  -4.6966
H  2.1980  1.3647  -5.4735
F  -1.7056  5.6202  -7.5949
C  -2.7884  5.5710  -6.7898
F  -3.7460  4.8930  -7.4507
F  -3.2271  6.8460  -6.6703
C  -2.4699  4.9563  -5.4674
C  -1.2876  5.2996  -4.8231
C  -0.9885  4.7551  -3.5866
C  -1.8591  3.8491  -2.9590
C  -3.0518  3.5319  -3.6212
C  -3.3532  4.0761  -4.8603
C  -1.5077  3.2388  -1.7126
C  -1.1595  2.6766  -0.6675
H  -0.5991  5.9880  -5.2991
H  -0.0650  5.0133  -3.0836
H  -3.7338  2.8362  -3.1497
H  -4.2753  3.8129  -5.3623

---

# 3
Density functional theory data (ωB97M-V/def2-TZVPD) for C63H62N8O7P2S2Sr as an isolated structure at a distorted geometry.

Values from the calculation:
**Net charge**: -2
**E_LUMO (alpha / beta)**: 3.750 / 3.749 eV
**Highest occupied orbital energy (alpha / beta)**: -0.0151 / -0.0586 hartree
**HOMO-LUMO gap (alpha / beta)**: 4.16 / 5.34 eV

Geometry (Å):
Sr  1.0118  -0.2880  -0.5086
N  2.7082  2.9407  -3.2546
C  2.9149  2.2556  -2.0585
S  -0.3868  2.3959  -2.3758
N  3.9334  0.8047  -0.9324
N  3.1978  0.4152  0.1758
C  3.8208  0.2057  1.3226
C  5.3069  0.2062  1.4451
C  5.9473  -1.0098  1.6865
C  7.3285  -1.0803  1.7940
C  8.0917  0.0712  1.6580
C  7.4619  1.2838  1.4134
C  6.0790  1.3563  1.3059
C  2.9929  -0.1468  2.4247
C  3.5069  -0.4331  3.7208
C  2.6775  -0.8329  4.7286
C  1.2839  -0.9506  4.4754
C  0.8497  -0.5781  3.2107
N  1.6201  -0.1987  2.2041
H  2.3714  3.8782  -3.0659
H  1.9864  2.4879  -3.8098
H  5.3454  -1.9073  1.7753
H  7.8058  -2.0369  1.9712
H  9.1721  0.0215  1.7354
H  8.0519  2.1867  1.2995
H  5.5734  2.2917  1.0969
H  4.5708  -0.3390  3.8966
H  3.0848  -1.0542  5.7092
H  0.5720  -1.2262  5.2427
H  -0.2134  -0.6145  2.9852
O  3.8470  -6.1817  -0.6356
C  3.5279  -6.0532  0.6390
O  3.7878  -6.9208  1.4495
C  2.8220  -4.8127  1.0542
C  2.5053  -4.5447  2.3714
N  1.8385  -3.3814  2.3862
N  1.6977  -2.8585  1.1671
C  2.3000  -3.6972  0.3432
C  2.3236  -3.3124  -1.1121
O  2.9513  -4.0344  -1.9104
O  1.6904  -2.2643  -1.3864
H  3.5255  -5.3820  -1.1869
H  2.7188  -5.1072  3.2639
H  1.5479  -2.8183  3.1828
C  -3.9200  -0.1277  0.7122
C  -3.3750  -1.3859  0.0344
P  -1.9575  -2.1415  0.9410
C  -2.8269  -2.9016  2.3756
C  -2.6380  -2.3632  3.6445
C  -3.3128  -2.8836  4.7434
C  -4.1797  -3.9525  4.5840
C  -4.3745  -4.5011  3.3214
C  -3.7033  -3.9778  2.2285
C  -1.6172  -3.6642  -0.0232
C  -0.8840  -4.6773  0.5978
C  -0.5127  -5.8183  -0.0925
C  -0.8689  -5.9682  -1.4270
C  -1.6003  -4.9726  -2.0534
C  -1.9714  -3.8271  -1.3590
C  -2.8397  0.9626  0.8578
P  -2.3130  1.2497  2.5946
C  -3.5550  2.4940  3.1465
C  -3.2962  3.2420  4.2986
C  -4.2187  4.1518  4.7856
C  -5.4406  4.3223  4.1448
C  -5.7220  3.5717  3.0153
C  -4.7866  2.6689  2.5230
C  -0.7842  2.2217  2.4262
C  -0.3185  2.6858  1.1937
C  0.9669  3.1966  1.0726
C  1.7806  3.3006  2.1908
C  1.3052  2.9017  3.4363
C  0.0378  2.3432  3.5470
H  -4.3664  -0.3793  1.6816
H  -4.7482  0.2462  0.1020
H  -2.9803  -1.1039  -0.9426
H  -4.1705  -2.1245  -0.1101
H  -1.9719  -1.5192  3.7735
H  -3.1548  -2.4481  5.7224
H  -4.7027  -4.3620  5.4401
H  -5.0466  -5.3407  3.1895
H  -3.8464  -4.4179  1.2479
H  -0.5798  -4.5642  1.6326
H  0.0812  -6.5760  0.4039
H  -0.5570  -6.8470  -1.9774
H  -1.8678  -5.0723  -3.0988
H  -2.5043  -3.0441  -1.8788
H  -3.1622  1.9036  0.4046
H  -1.9618  0.6778  0.2715
H  -2.3479  3.1243  4.8087
H  -3.9834  4.7328  5.6694
H  -6.1634  5.0345  4.5240
H  -6.6678  3.6913  2.5000
H  -5.0325  2.0949  1.6408
H  -0.9289  2.6111  0.2998
H  1.3557  3.4717  0.0973
H  2.7996  3.6472  2.0640
H  1.9483  2.9474  4.3073
H  -0.2837  1.9302  4.4974
C  0.0972  -2.2901  -3.9860
S  -0.0949  -0.6880  -3.2155
O  -0.9717  -0.9238  -1.9951
C  -1.1544  0.0174  -4.4624
C  -2.4998  0.1731  -4.1894
C  -3.3248  0.7004  -5.1742
C  -2.7975  1.0691  -6.4020
C  -1.4380  0.9193  -6.6517
C  -0.6039  0.3930  -5.6790
H  -0.8928  -2.6901  -4.2038
H  0.6558  -2.9061  -3.2880
H  0.6793  -2.1455  -4.8960
H  -2.8711  -0.0773  -3.2051
H  -4.3783  0.8433  -4.9677
H  -3.4425  1.4940  -7.1617
H  -1.0231  1.2264  -7.6038
H  0.4621  0.2912  -5.8477
C  -4.9428  4.5850  -1.5755
C  -4.6037  3.4699  -2.5739
C  -4.7673  4.0063  -4.0051
C  -5.5864  2.3077  -2.3750
C  -3.2145  3.0202  -2.3858
C  -2.0206  2.7862  -2.3828
H  -5.9728  4.9287  -1.7174
H  -4.2680  5.4311  -1.7096
H  -4.8305  4.2259  -0.5485
H  -5.7975  4.3357  -4.1780
H  -4.5168  3.2329  -4.7322
H  -4.0948  4.8487  -4.1706
H  -6.6121  2.6290  -2.5824
H  -5.5430  1.9408  -1.3513
H  -5.3376  1.4779  -3.0387
C  6.3061  3.5563  -1.5716
N  5.3933  2.4793  -1.8813
C  5.7007  1.6360  -2.8694
C  4.9879  0.6364  -3.4715
C  3.6029  0.3036  -3.2650
O  2.9051  -0.2812  -4.0752
N  2.9515  0.8147  -2.0519
C  4.0764  2.4039  -1.0834
O  4.0566  3.1689  -0.0749
H  6.3702  4.2813  -2.3908
H  7.3082  3.1699  -1.3597
H  5.9226  4.0530  -0.6833
H  6.6938  1.8056  -3.2819
H  5.4501  0.1401  -4.3133